{
  "formula": "C26H38N4O9",
  "method": "ωB97M-V/def2-TZVPD",
  "total_charge": -1,
  "energy_ha": -1909.61412,
  "orbital_gap_ha": [0.087, 0.258],
  "spin_multiplicity": 2,
  "s2": 0.761,
  "symbols": ["N", "C", "C", "C", "C", "C", "H", "H", "H", "H", "H", "C", "C", "O", "C", "O", "O", "H", "H", "H", "H", "C", "C", "O", "C", "O", "O", "H", "H", "H", "H", "C", "C", "O", "C", "O", "O", "H", "H", "H", "H", "C", "C", "C", "C", "N", "H", "H", "H", "H", "H", "H", "H", "C", "C", "C", "C", "N", "H", "H", "H", "H", "H", "H", "H", "C", "C", "C", "C", "N", "H", "H", "H", "H", "H", "H", "H"],
  "positions_angstrom": [[-0.403, -2.203, 0.281], [0.304, -1.096, 0.017], [-0.199, -0.092, -0.829], [-1.477, -0.203, -1.334], [-2.238, -1.327, -1.087], [-1.656, -2.349, -0.285], [1.260, -0.874, 0.467], [0.389, 0.790, -1.037], [-1.941, 0.572, -1.926], [-3.242, -1.403, -1.476], [-2.230, -3.245, -0.102], [6.086, -1.813, -0.865], [4.617, -1.867, -1.330], [3.903, -1.482, -0.169], [4.675, -1.134, 0.805], [4.269, -0.714, 1.856], [5.939, -1.493, 0.497], [6.753, -1.107, -1.358], [6.521, -2.784, -1.103], [4.318, -2.905, -1.478], [4.319, -1.371, -2.254], [3.890, 3.255, -1.135], [3.111, 2.426, -0.082], [2.799, 1.293, -0.908], [2.824, 1.557, -2.211], [2.665, 0.744, -3.070], [3.481, 2.744, -2.384], [4.970, 3.150, -1.026], [3.606, 4.307, -1.149], [2.233, 2.909, 0.344], [3.737, 2.125, 0.758], [1.459, -3.617, 2.463], [2.461, -4.177, 1.428], [2.714, -5.448, 1.866], [2.398, -5.517, 3.156], [2.622, -6.500, 3.899], [1.796, -4.401, 3.558], [0.405, -3.596, 2.186], [1.655, -2.585, 2.752], [3.396, -3.634, 1.568], [2.166, -4.010, 0.392], [-1.407, 1.765, 2.151], [-2.009, 3.180, 2.470], [-1.224, 4.318, 1.718], [0.216, 4.195, 1.927], [1.341, 4.079, 2.157], [-0.557, 1.452, 2.757], [-1.074, 1.667, 1.118], [-2.179, 1.010, 2.298], [-2.039, 3.318, 3.551], [-3.054, 3.283, 2.177], [-1.539, 5.274, 2.138], [-1.438, 4.306, 0.649], [-0.559, 5.154, -2.051], [0.334, 5.017, -3.382], [0.156, 3.523, -3.920], [0.976, 3.171, -5.131], [1.651, 2.936, -6.018], [-1.337, 4.392, -2.101], [-0.999, 6.152, -2.036], [-0.016, 4.994, -1.119], [1.370, 5.326, -3.237], [0.011, 5.803, -4.064], [-0.836, 3.601, -4.366], [0.209, 2.722, -3.182], [-5.351, -3.830, 0.822], [-6.865, -3.929, 0.605], [-7.767, -3.160, 1.567], [-7.574, -3.399, 3.066], [-7.438, -3.664, 4.189], [-5.057, -4.150, 1.822], [-4.960, -2.824, 0.668], [-4.852, -4.556, 0.180], [-7.197, -4.967, 0.578], [-6.931, -3.541, -0.411], [-8.781, -3.449, 1.289], [-7.578, -2.096, 1.427]],
  "atomic_forces_ev_per_a": [[0.7, -1.2, 1.1], [-1.5, 1.8, -1.7], [2.2, -0.6, 1.6], [-2.1, 0.9, -1.3], [1.1, -2.0, 1.7], [-1.1, 1.9, -1.5], [0.3, -0.6, 0.3], [0.2, 0.1, 0.1], [0.2, 0.3, -0.2], [-0.2, -0.2, 0.0], [0.2, -0.3, 0.2], [-0.6, 0.0, -1.2], [0.0, -1.3, -0.2], [-2.0, 0.6, -1.9], [-0.1, -0.5, 1.6], [1.0, 0.0, -0.5], [1.6, 0.3, 1.1], [-0.4, 0.5, 0.1], [0.2, -0.2, 0.9], [0.2, -0.1, -0.2], [0.0, 0.7, 0.5], [-0.5, 0.8, 0.7], [0.7, 0.3, -1.0], [-1.2, -0.7, 1.4], [2.8, -0.7, 0.1], [-0.9, 0.7, 0.0], [-0.8, -0.1, -0.8], [0.0, 0.0, -0.1], [0.2, 0.1, 0.3], [-0.1, -0.2, -0.4], [0.0, -0.3, -0.2], [0.2, 1.6, -1.4], [-0.2, 3.6, -0.2], [0.0, -2.4, 0.0], [0.4, -3.4, 3.0], [-0.5, 3.1, -2.5], [-0.1, -1.4, 1.6], [0.0, -0.7, -0.1], [0.3, 0.1, -0.3], [0.2, 0.3, -0.1], [-0.3, -0.8, 0.1], [-0.8, 0.4, -0.1], [1.0, -0.6, -0.6], [-0.5, -0.5, 1.0], [0.7, -0.1, 0.3], [-0.7, 0.2, -0.2], [0.0, 0.5, 0.2], [-0.2, 0.1, -0.1], [0.0, -0.1, 0.0], [0.4, 0.3, 0.0], [0.0, -0.3, -0.3], [0.0, 0.2, -0.2], [0.0, -0.1, 0.1], [0.9, -0.1, -1.4], [-0.3, -0.7, 1.5], [0.2, 1.7, -1.8], [-0.5, 0.7, 2.3], [0.5, -0.2, -1.1], [-0.2, 0.2, 0.1], [-0.1, -0.1, 0.2], [0.2, 0.0, -0.2], [0.2, -0.6, 0.4], [-0.5, -0.6, -0.5], [-0.4, -0.6, 0.4], [0.0, 0.3, 0.1], [-0.1, -0.7, 0.9], [1.2, -0.2, 0.0], [0.5, 0.2, 0.9], [0.1, -0.8, -0.3], [-0.2, 0.6, -1.6], [-0.1, 0.2, 0.2], [0.0, -0.1, -0.2], [0.1, 0.3, -0.3], [0.2, -0.1, 0.0], [-1.0, 0.1, 0.0], [-0.2, 0.5, 0.4], [-0.4, 0.1, 0.0]]
}